# 1
The following is a DFT calculation (the ωB97M-V functional and the def2-TZVPD basis) of a cluster of 12 separate species, C38H56Cl6F9N6O9S2 in total in a non-equilibrium geometry.

The spin multiplicity is 1. The value obtained for the energy is -188948.453 eV. As for the largest force on an atom: 4.7 eV/A. As for the gap between HOMO and LUMO: 9.2 eV. Its charge is -1.

```
126
Properties=species:S:1:pos:R:3:mulliken_charge:R:1
C -1.966 -2.400 -0.305 0.109
F -1.297 -2.705 0.750 -0.086
F -1.509 -3.093 -1.349 0.003
F -3.246 -2.658 -0.089 -0.219
S -1.815 -0.616 -0.683 1.052
O -2.432 -0.509 -1.961 -0.911
O -2.455 0.071 0.378 -0.630
N -0.167 -0.529 -0.837 -0.552
S 0.250 0.862 -0.207 0.958
O -0.132 2.010 -0.998 -0.146
O 0.062 1.045 1.192 -0.629
C 2.068 0.837 -0.453 0.048
F 2.514 2.060 -0.207 -0.199
F 2.689 0.053 0.398 -0.127
F 2.351 0.479 -1.654 -0.234
C 0.372 -3.919 3.934 -0.560
C -0.014 -2.841 4.917 0.794
O -0.290 -3.089 6.105 -0.709
N -0.115 -1.594 4.375 0.067
C -0.552 -0.433 5.115 -0.716
H 0.208 -4.876 4.407 0.284
H 1.434 -3.776 3.701 0.082
H -0.185 -3.846 3.006 0.030
H 0.434 -1.402 3.549 0.095
H 0.281 0.194 5.442 0.139
H -1.217 -0.723 5.910 0.351
H -1.073 0.179 4.370 0.196
C 0.382 -2.589 -3.896 -0.403
C 1.414 -3.292 -3.035 0.691
O 2.127 -4.175 -3.504 -0.727
N 1.345 -2.977 -1.712 0.720
C 2.105 -3.687 -0.692 -1.170
H 0.085 -1.618 -3.509 0.017
H -0.495 -3.245 -3.849 -0.082
H 0.763 -2.611 -4.909 0.503
H 0.829 -2.144 -1.433 -0.173
H 2.918 -3.135 -0.207 0.291
H 2.649 -4.449 -1.271 0.461
H 1.533 -4.200 0.079 0.283
C 4.767 -2.721 2.928 -1.163
C 4.615 -4.182 2.634 0.796
O 3.573 -4.663 2.404 -0.556
N 5.720 -4.908 2.792 -0.238
C 5.755 -6.388 2.646 -0.889
H 5.610 -2.290 2.374 0.449
H 4.894 -2.500 3.987 0.405
H 3.872 -2.205 2.603 0.114
H 6.593 -4.495 3.043 0.198
H 6.194 -6.888 3.512 0.301
H 6.444 -6.626 1.816 0.304
H 4.779 -6.781 2.407 0.311
C -5.505 3.083 0.194 -0.777
C -5.020 4.229 1.067 0.487
O -5.806 5.211 1.295 -0.706
N -3.700 4.197 1.564 0.014
C -2.725 3.147 1.488 0.094
H -4.992 2.135 0.298 0.246
H -5.548 3.445 -0.830 0.181
H -6.539 2.905 0.503 0.334
H -3.485 5.011 2.118 0.223
H -3.011 2.350 0.838 -0.317
H -2.498 2.744 2.482 0.287
H -1.783 3.634 1.224 -0.075
C -2.167 3.160 -2.845 0.212
C -2.265 2.535 -4.234 0.432
O -2.241 3.184 -5.257 -0.789
N -2.262 1.206 -4.269 0.296
C -2.319 0.502 -5.509 -0.975
H -2.654 4.126 -2.901 0.482
H -1.109 3.310 -2.617 -0.485
H -2.547 2.448 -2.112 -0.011
H -2.038 0.667 -3.442 0.101
H -1.708 -0.405 -5.422 0.229
H -1.857 1.039 -6.337 0.357
H -3.350 0.269 -5.777 0.279
C -2.521 -6.972 -0.983 -0.132
Cl -1.316 -5.797 -0.446 -0.007
Cl -1.873 -8.625 -0.926 -0.202
H -3.475 -6.850 -0.500 0.052
H -2.640 -6.795 -2.045 0.237
C -4.665 -5.278 2.076 0.391
Cl -5.022 -6.912 1.538 -0.178
Cl -3.261 -5.336 3.179 -0.134
H -4.333 -4.647 1.265 -0.396
H -5.511 -4.841 2.580 0.353
C -3.819 -2.883 -3.793 0.640
Cl -5.114 -2.312 -4.860 -0.185
Cl -4.407 -4.194 -2.730 -0.170
H -2.985 -3.254 -4.364 0.142
H -3.547 -2.040 -3.175 -0.438
F 4.539 3.687 -4.247 -0.354
C 3.244 3.593 -4.654 -0.083
C 2.446 2.594 -4.189 -0.485
C 1.152 2.460 -4.688 -0.180
C 0.632 3.456 -5.508 0.183
C 1.380 4.543 -5.857 -1.201
C 2.706 4.599 -5.428 0.041
H 2.901 1.795 -3.607 0.608
H 0.432 1.780 -4.250 0.278
H -0.425 3.350 -5.747 0.479
H 1.019 5.313 -6.520 0.418
H 3.348 5.446 -5.673 0.371
F 3.957 0.168 4.539 -0.253
C 3.401 1.103 5.366 0.396
C 3.045 0.675 6.624 -0.286
C 2.461 1.555 7.520 -0.430
C 2.102 2.790 7.090 -0.418
C 2.471 3.237 5.832 -0.500
C 3.218 2.391 4.976 -0.471
H 3.239 -0.341 6.953 0.392
H 2.216 1.269 8.531 0.352
H 1.487 3.435 7.714 0.364
H 2.367 4.286 5.592 0.387
H 3.499 2.725 3.984 0.437
F -0.937 7.345 -3.360 -0.378
C -0.361 6.612 -2.389 0.457
C -0.880 6.724 -1.104 -0.683
C -0.290 6.017 -0.065 -0.335
C 0.778 5.183 -0.337 -0.846
C 1.244 5.059 -1.650 -0.151
C 0.671 5.776 -2.699 -0.012
H -1.716 7.393 -0.941 0.458
H -0.664 6.069 0.952 0.447
H 1.213 4.558 0.426 0.459
H 2.077 4.383 -1.819 0.309
H 0.981 5.564 -3.716 0.203
```

=====

# 2
The following is a DFT calculation (the ωB97M-V functional and the def2-TZVPD basis) of a structure of composition C30H33N4O2PS2SbSe4Tc.

The spin multiplicity is 1. The value obtained for the energy is -342771.922 eV. As for the largest force on an atom: 0.9 eV/A. As for the gap between HOMO and LUMO: 5.9 eV. Its charge is +2.

```
78
Properties=species:S:1:pos:R:3:mulliken_charge:R:1
Tc -0.336 0.048 0.837 0.351
S -2.147 -0.331 2.029 -0.071
C -2.363 0.277 3.682 0.544
C -3.250 -0.486 4.438 -0.767
C -3.619 -0.079 5.712 -0.834
C -3.116 1.103 6.233 -0.531
C -2.227 1.869 5.491 -0.644
C -1.848 1.459 4.223 0.497
S -0.736 2.452 3.273 -0.277
H -3.667 -1.394 4.021 0.465
H -4.307 -0.680 6.290 0.400
H -3.409 1.432 7.221 0.403
H -1.818 2.784 5.898 0.455
N 1.467 0.727 -0.588 0.691
C 1.314 2.142 -0.894 0.573
C 1.913 2.587 -2.227 -0.906
C 3.449 2.508 -2.289 0.580
C 4.163 3.863 -2.287 -1.582
N 4.411 4.382 -0.936 -0.007
C 5.411 3.991 -0.151 0.725
N 5.606 4.585 1.026 -0.410
N 6.234 3.021 -0.540 -0.286
C -0.170 2.464 -0.837 -0.206
O -0.672 3.453 -1.271 -0.579
O -0.892 1.523 -0.188 -0.246
H 2.381 0.555 -0.173 -0.282
H 1.395 0.159 -1.431 0.029
H 1.767 2.697 -0.065 0.196
H 1.560 3.604 -2.409 0.679
H 1.472 1.977 -3.021 0.128
H 3.761 1.953 -3.175 0.428
H 3.808 1.929 -1.434 -0.380
H 3.563 4.618 -2.792 0.516
H 5.110 3.824 -2.831 0.397
H 3.865 5.170 -0.627 0.254
H 5.017 5.339 1.333 0.185
H 6.288 4.238 1.679 0.210
H 6.035 2.470 -1.357 0.202
H 6.959 2.686 0.073 0.243
Se 4.495 0.682 1.048 -0.370
Sb 3.369 -0.825 2.465 0.580
Se 1.250 -1.795 1.267 -0.086
Se 0.713 0.845 2.876 0.208
Se 3.987 -1.875 4.407 -0.374
C -5.896 -0.860 -1.234 -0.686
C -4.995 0.195 -1.154 -0.881
C -3.659 -0.054 -0.896 -0.395
C -3.218 -1.371 -0.729 0.994
C -4.125 -2.427 -0.800 -1.021
C -5.463 -2.165 -1.054 -0.795
P -1.476 -1.714 -0.463 1.805
C -1.320 -3.437 0.029 0.624
C -1.264 -4.436 -0.945 -0.365
C -1.256 -5.768 -0.566 -0.828
C -1.312 -6.109 0.778 -0.611
C -1.380 -5.119 1.749 -0.800
C -1.387 -3.785 1.380 -0.480
C -0.617 -1.508 -2.048 0.431
C 0.585 -2.181 -2.286 -0.431
C 1.298 -1.936 -3.449 -0.799
C 0.825 -1.015 -4.378 -0.606
C -0.370 -0.348 -4.146 -0.798
C -1.094 -0.594 -2.989 -0.239
H -6.941 -0.662 -1.431 0.424
H -5.336 1.214 -1.281 0.497
H -2.969 0.775 -0.808 0.418
H -3.800 -3.448 -0.652 0.416
H -6.167 -2.984 -1.108 0.463
H -1.236 -4.182 -1.997 0.524
H -1.212 -6.541 -1.322 0.462
H -1.308 -7.150 1.072 0.431
H -1.426 -5.387 2.796 0.457
H -1.440 -3.017 2.140 0.352
H 0.964 -2.898 -1.569 0.492
H 2.217 -2.476 -3.637 0.463
H 1.378 -0.835 -5.291 0.456
H -0.754 0.352 -4.877 0.496
H -2.032 -0.079 -2.830 0.432
```